Below is 2 unconnected molecules or ions with the total composition CH3BrCl2P in a non-equilibrium geometry, with properties calculated with the ωB97M-V functional and the def2-TZVPD basis.

Element x y z (Å)
C -0.9464 0.9605 1.3503
P 0.5519 -0.6516 -1.0779
Cl -0.3449 -1.7969 -2.4268
Cl 1.7747 0.5365 -2.1065
Br 1.8825 -2.0065 0.0727
H -0.0559 0.9601 1.9556
H -1.6793 0.1848 1.4926
H -1.1826 1.8131 0.7401

Atoms 1-3, force components in eV/Å:
0.3841 -0.5650 -0.7368
0.2677 -0.0119 1.2085
-0.0653 0.0892 0.0847

Calculated values
- total energy (Eh) = -3875.32480
- energy above the lowest of the compared OMol25 structures with the same formula, charge and spin (kcal/mol) = 30.3
- Kohn-Sham gap (alpha / beta) (eV) = 7.6 / 5.7
- charge = +1

Below is CH3BrCl2Si in the gas phase in a non-equilibrium geometry, with properties calculated with the ωB97M-V functional and the def2-TZVPD basis.

Element x y z (Å)
C 0.2987 1.0695 -0.0397
Si -0.6965 -0.5840 -0.0012
Cl 0.6879 2.0098 1.2327
Cl 0.9605 1.5571 -1.4786
Br 1.8140 -1.9266 0.3560
H -2.1056 0.1214 0.0252
H -0.1919 -1.0233 -1.3918
H -0.7672 -1.2240 1.2975

Atoms 1-3, force components in eV/Å:
0.8549 -0.9879 -0.2046
-0.1847 0.0808 -1.0385
-0.0701 0.4516 0.9532

Calculated values
- total energy (Eh) = -3823.66963
- energy above the lowest of the compared OMol25 structures with the same formula, charge and spin (kcal/mol) = 135.6
- Kohn-Sham gap (eV) = 5.4
- charge = 0

Below is CH3BrFO2P in the gas phase in a non-equilibrium geometry, with properties calculated with the ωB97M-V functional and the def2-TZVPD basis.

Element x y z (Å)
C 1.0385 0.0724 0.1903
O 1.7884 0.6493 -0.6961
O -0.2636 -0.2367 -0.2760
F -2.1543 -1.7326 -0.5264
P -1.4723 -0.7496 0.6204
Br -2.9102 0.8884 0.2688
H 0.9657 0.5384 1.1397
H 1.4633 1.3688 -1.1150
H 1.5446 -0.7984 0.3943

Atoms 1-3, force components in eV/Å:
-1.5595 -1.0096 2.0395
3.5302 -1.6042 -1.0504
-0.3592 0.1323 -0.9397

Calculated values
- SMILES = OCOP(F)Br
- total energy (Eh) = -3205.65954
- energy above the lowest of the compared OMol25 structures with the same formula, charge and spin (kcal/mol) = 39.1
- Kohn-Sham gap (eV) = 10.8
- charge = 0

Which value of charge does entry 3 give?
0